1.
A structure of composition C36H36N8O4S2W. Source: OMol25; level of theory: ωB97M-V/def2-TZVPD.

Structure (XYZ):
```
87
Properties=species:S:1:pos:R:3:forces:R:3
W 1.07188 -0.59880 -0.61843 0.2 -0.7 -1.6
C 3.32492 -3.70437 -2.97176 0.0 -0.1 0.1
O 3.55790 -2.80789 -4.05246 -0.1 0.1 -0.1
C 3.20119 -1.49768 -3.97758 -0.1 -0.1 0.3
C 3.45377 -0.75288 -5.12504 0.0 0.0 0.0
C 3.16714 0.59799 -5.19269 0.0 0.0 -0.1
C 2.63102 1.25023 -4.09586 -0.2 0.1 0.2
C 2.35908 0.53738 -2.93619 0.3 -0.3 -0.1
C 1.92683 1.17890 -1.65138 -0.9 0.2 -1.0
N 0.57079 1.24345 -1.32321 0.1 0.5 0.8
N 0.19801 2.02412 -0.29033 0.1 0.9 -0.8
C 0.18451 1.28802 0.96168 -1.4 -0.2 0.6
O 1.29281 0.43917 0.99479 -0.3 0.2 -0.2
C -2.33682 1.11456 1.24406 -0.1 -0.1 -0.1
C -2.58624 1.62008 2.52299 0.0 -0.1 0.0
C -3.64799 2.47164 2.77290 0.0 0.0 0.0
C -4.48302 2.85965 1.73858 -0.1 0.0 0.0
C -4.23650 2.38610 0.46222 0.0 0.1 0.0
C -3.16980 1.53395 0.21087 0.0 0.0 0.0
C 2.63673 -0.84695 -2.86867 0.5 0.8 -0.6
O 2.36447 -1.47306 -1.69635 0.4 -0.5 -0.8
H 3.60419 -4.68436 -3.35296 0.0 0.0 0.0
H 2.27984 -3.71453 -2.66736 0.0 0.0 0.0
H 3.94369 -3.46212 -2.10637 0.0 0.1 0.0
H 3.88387 -1.27981 -5.96659 0.0 0.0 0.0
H 3.36710 1.14084 -6.10693 0.0 0.0 0.0
H 2.40557 2.30893 -4.12449 0.0 0.0 0.0
H 2.49965 2.04553 -1.33947 0.2 -0.4 0.5
H -1.93714 1.35724 3.34477 0.0 0.0 0.0
H -3.82491 2.81946 3.78275 0.0 0.0 0.0
H -5.32015 3.51896 1.92861 0.0 0.0 0.0
H -4.88012 2.67749 -0.35413 0.0 0.0 -0.1
H -3.00515 1.19552 -0.79905 0.0 0.0 0.0
C 0.22574 2.31896 2.07515 0.2 -0.3 -0.2
C -1.09967 0.25968 1.00073 0.2 0.6 0.4
N -0.96708 -0.37128 -0.30558 -1.0 -0.2 -0.3
N -2.02281 -0.90049 -0.85938 0.1 0.4 0.9
C -1.80208 -1.56555 -1.96650 1.0 -0.2 -0.8
S -0.21796 -1.67631 -2.63929 -0.5 0.4 0.9
S -3.15821 -2.42541 -2.68764 -0.2 0.0 -0.1
C -3.54302 -1.35548 -4.14292 0.2 -0.2 0.3
C -4.47049 -0.22305 -3.83233 0.0 0.1 0.1
C -5.80547 -0.47096 -3.52184 0.0 0.0 0.0
C -6.66255 0.57048 -3.21153 -0.1 0.0 0.0
C -6.20188 1.88042 -3.22781 0.0 0.0 0.0
C -4.87878 2.13747 -3.55166 0.0 0.1 0.1
C -4.01560 1.09021 -3.84069 0.1 0.0 0.0
C -0.92813 -1.00453 1.91368 -0.1 -0.1 -0.2
C -1.87440 -1.27877 2.90310 0.1 0.0 0.0
C -1.92376 -2.47675 3.59468 0.0 0.0 0.0
C -1.03143 -3.48795 3.28305 0.0 0.0 0.0
C -0.12070 -3.28623 2.26887 0.2 0.0 -0.2
C -0.06001 -2.08718 1.55670 -0.5 0.2 0.4
O 0.79119 -2.07620 0.51265 -0.2 -1.0 1.2
H -0.54681 3.06339 1.91095 0.0 0.0 0.1
H 1.19752 2.80823 2.02764 0.0 0.0 0.0
H 0.11168 1.84655 3.04749 0.0 0.0 0.1
H -3.99535 -2.05083 -4.84842 0.1 0.0 -0.1
H -2.58537 -1.00881 -4.52632 0.0 0.0 -0.2
H -6.16754 -1.49258 -3.51843 0.0 0.0 0.0
H -7.69527 0.36419 -2.96125 0.0 0.0 0.0
H -6.87115 2.69557 -2.98344 0.0 0.0 0.0
H -4.51294 3.15649 -3.57646 0.0 0.0 0.0
H -2.97997 1.29734 -4.08697 0.0 0.0 0.0
H -2.63924 -0.55149 3.11491 0.0 0.0 0.0
H -2.68791 -2.62502 4.34614 0.0 0.0 0.0
H -1.06888 -4.43831 3.79889 0.0 0.0 0.0
H 0.54407 -4.07585 1.94302 0.0 0.0 0.1
C 2.92040 1.33760 4.17539 0.1 0.1 0.1
C 4.15479 0.54457 4.58300 -0.2 -0.2 -0.3
C 3.75819 -0.79745 5.19736 0.1 0.1 0.0
C 5.10373 0.35035 3.38307 0.0 -0.1 0.5
N 4.42940 -0.01038 2.14572 -0.1 0.4 -0.4
C 4.32737 0.69704 1.01034 -0.1 -0.2 -0.1
N 3.66224 -0.01399 0.13352 1.0 -0.1 0.4
N 3.33279 -1.16275 0.76872 1.0 0.3 0.1
N 3.79177 -1.16200 1.96628 -0.1 -0.4 0.3
H 2.30909 1.55773 5.05084 0.0 0.0 0.0
H 2.31277 0.76741 3.47379 -0.1 0.0 -0.1
H 3.19695 2.28613 3.70930 -0.1 0.0 0.0
H 4.71448 1.12182 5.32456 0.1 0.0 0.0
H 3.29464 -1.43842 4.44814 0.0 0.0 0.0
H 3.04378 -0.64019 6.00598 0.0 0.0 0.0
H 4.62907 -1.30932 5.61045 0.0 -0.1 0.0
H 5.82191 -0.43702 3.61412 0.1 0.1 -0.1
H 5.64292 1.27446 3.17905 0.0 0.0 -0.1
H 4.72088 1.68768 0.86430 0.1 0.0 0.0
```
Positions in Å, forces in eV/Å.

ΔE to the lowest compared entry with this formula, charge and spin   112.9 kcal per mole
E_HOMO (alpha / beta)   -0.2723 / -0.2856 hartree
Charge   0
LUMO energy (alpha / beta)   -0.37 / -1.65 eV
Total energy   -81518.78272 eV
Multiplicity   3

These are the Löwdin partial charges, in e, on atoms 1 to 5:
1 W 1.7089
2 C -0.0578
3 O -0.0683
4 C -0.2109
5 C -0.0035

---

2.
An isolated molecule of C5H6O. Source: OMol25; level of theory: ωB97M-V/def2-TZVPD.

Structure (XYZ):
```
12
Properties=species:S:1:pos:R:3:forces:R:3
C -1.94530 -0.90947 -1.52490 1.1 -0.6 0.5
C -1.15380 -0.78792 -0.50875 0.1 0.5 1.2
C -0.03987 -0.60886 0.13503 0.0 0.0 0.5
C 0.30078 0.76089 0.60540 0.2 0.1 0.1
C 1.76562 0.90492 0.89057 0.3 -0.1 0.0
O 2.57337 0.01695 0.75525 -0.3 0.4 0.1
H -0.91853 -1.31792 -1.92250 -2.7 0.2 -2.1
H -3.03618 -1.05092 -1.42477 0.9 -0.5 -0.8
H 0.64671 -1.42556 0.30954 -0.2 -0.1 0.5
H -0.01226 1.53902 -0.10605 0.1 -0.1 0.1
H -0.25008 0.97502 1.53331 0.2 0.2 0.0
H 2.06955 1.90384 1.25788 0.1 0.0 0.0
```
Positions in Å, forces in eV/Å.

ΔE to the lowest compared entry with this formula, charge and spin   86.3 kcal per mole
E_HOMO   -0.3197 hartree
Charge   0
LUMO energy   0.83 eV
SMILES   C=C=CCC=O
Total energy   -7325.54403 eV

These are the Löwdin partial charges, in e, on atoms 1 to 5:
1 C 0.0166
2 C -0.1843
3 C -0.1436
4 C -0.1692
5 C -0.2645

---

3.
A structure of composition HgI4. Source: OMol25; level of theory: ωB97M-V/def2-TZVPD.

Structure (XYZ):
```
5
Properties=species:S:1:pos:R:3:forces:R:3
Hg -0.08648 0.05549 0.08287 -0.6 0.3 -2.6
I -0.36902 1.90060 -1.33181 -1.5 6.9 -5.0
I 2.18435 -0.39593 -0.33709 8.5 -1.9 -1.4
I -0.46374 0.26598 2.27825 -2.1 1.4 11.9
I -1.26511 -1.82613 -0.69223 -4.4 -6.7 -2.9
```
Positions in Å, forces in eV/Å.

ΔE to the lowest compared entry with this formula, charge and spin   162.1 kcal per mole
E_HOMO   -0.0171 hartree
Charge   -2
LUMO energy   5.14 eV
Total energy   -36577.13195 eV

Charges obtained by Löwdin population analysis, quoted in units of e:
1 Hg -1.0260
2 I -0.2487
3 I -0.2693
4 I -0.2020
5 I -0.2540

---

4.
A cluster of 2 separate species, CHNO2S in total. Source: OMol25; level of theory: ωB97M-V/def2-TZVPD.

Structure (XYZ):
```
6
Properties=species:S:1:pos:R:3:forces:R:3
C 1.24660 -0.26709 -0.13046 -5.0 -1.8 1.9
N 1.72906 1.04936 -0.00232 0.5 3.5 -0.5
O 2.92022 1.27384 -0.03672 -0.1 -0.2 0.1
O 0.85230 1.91627 0.08297 0.8 -0.5 0.2
S 2.09779 -1.59261 0.04308 -0.5 0.7 -0.5
H -0.26068 0.09764 0.12429 4.3 -1.6 -1.2
```
Positions in Å, forces in eV/Å.

ΔE to the lowest compared entry with this formula, charge and spin   111.4 kcal per mole
E_HOMO   -0.3762 hartree
Charge   0
LUMO energy   -2.38 eV
Total energy   -17467.34605 eV

These are the Löwdin partial charges, in e, on atoms 1 to 5:
1 C -0.6669
2 N -0.5011
3 O 0.0628
4 O 0.0247
5 S 0.8248

---

5.
An isolated molecule of C3H8N2O2. Source: OMol25; level of theory: ωB97M-V/def2-TZVPD.

Structure (XYZ):
```
15
Properties=species:S:1:pos:R:3:forces:R:3
N -1.04752 0.26255 0.69136 0.0 -0.3 -1.4
C -0.39747 -0.99768 0.38982 1.0 -0.1 -0.5
C 0.66159 -0.62616 -0.72036 1.0 -2.0 3.8
N 1.80472 0.01444 0.03436 -1.8 0.1 0.0
O 2.25173 -0.70462 0.98405 1.1 -0.1 0.0
C 2.08929 1.26059 -0.14515 -4.3 -0.6 -3.5
O 1.35497 2.07777 -1.09063 -1.0 -1.8 2.2
H -1.77974 0.31701 0.00576 -0.7 0.6 0.2
H -1.40315 0.32146 1.60601 -0.7 0.0 1.1
H -1.04634 -1.86241 0.02243 0.6 1.2 0.5
H 0.17856 -1.33098 1.29616 -0.4 0.1 -1.2
H 1.06626 -1.59431 -0.95591 0.4 -0.2 -1.0
H 0.43508 0.03182 -1.48950 -1.0 0.6 -1.6
H 2.95047 1.59448 0.22311 3.1 1.8 1.6
H 0.34910 1.94420 -0.88716 2.7 0.4 -0.2
```
Positions in Å, forces in eV/Å.

ΔE to the lowest compared entry with this formula, charge and spin   105.2 kcal per mole
E_HOMO   -0.3065 hartree
Charge   0
LUMO energy   0.69 eV
SMILES   NCC/[N+]([O-])=C\O
Total energy   -10312.39188 eV

These are the Löwdin partial charges, in e, on atoms 1 to 5:
1 N 0.0072
2 C -0.2413
3 C -0.0690
4 N -0.2692
5 O -0.1103

---

6.
A structure of composition C41H40N3O2. Source: OMol25; level of theory: ωB97M-V/def2-TZVPD.

Structure (XYZ):
```
86
Properties=species:S:1:pos:R:3:forces:R:3
C -2.19878 -0.89536 -5.44574 -0.3 -0.3 -0.3
N -1.44520 -0.26774 -4.39783 0.2 1.3 -0.1
C -1.20505 1.08260 -4.42161 -0.4 0.1 -0.8
O -1.49635 1.85814 -5.33157 0.4 -1.0 1.2
C -0.51759 1.44066 -3.11246 0.6 0.2 -0.4
C -1.26332 2.49098 -2.28857 -0.3 0.3 -0.2
C -2.68532 2.08062 -1.97679 -0.1 0.1 0.2
C -3.68459 2.23946 -2.94478 0.2 -0.1 0.0
C -4.97988 1.79490 -2.69499 -0.1 0.0 0.2
C -5.30952 1.24742 -1.44924 0.3 0.1 0.0
C -4.32607 1.13340 -0.46142 0.0 0.1 -0.1
C -3.02063 1.54197 -0.72815 0.1 0.1 -0.2
N -0.43959 0.15933 -2.44127 0.4 -0.4 0.4
C 0.18033 0.03707 -1.25339 -0.1 -1.3 -0.2
C 0.02378 -1.04670 -0.39784 -0.4 1.3 -1.3
C 0.71378 -1.17719 0.81910 3.5 -0.6 -0.8
C 0.54997 -2.36403 1.64639 -0.5 -0.6 1.3
C 1.46661 -2.68643 2.67691 -0.3 0.1 -0.4
C 1.39322 -3.88608 3.36813 -0.3 -0.3 0.0
C 0.43965 -4.84955 3.00413 -0.1 0.4 -0.3
C -0.52004 -4.53793 2.02521 0.3 0.1 0.3
C -0.51483 -3.28316 1.41832 0.4 0.4 0.0
C -1.14856 -0.92182 -3.13882 -0.2 0.0 0.1
C -2.45606 -1.37778 -2.43493 0.2 0.3 0.0
C -2.68346 -2.80430 -2.91781 -0.4 -0.4 -0.1
C -1.33430 -3.33963 -3.46150 -0.1 -0.6 -0.1
C -0.30846 -2.21219 -3.37163 -0.1 0.6 0.1
H -2.08205 -0.29685 -6.35189 -0.1 -0.1 0.2
H -1.81679 -1.90474 -5.61703 -0.1 0.2 -0.1
H -3.26812 -0.96295 -5.19222 0.2 0.1 -0.1
H 0.49795 1.81326 -3.34692 -0.3 -0.1 0.0
H -0.69717 2.66245 -1.36111 -0.2 0.0 -0.3
H -1.26603 3.41505 -2.88888 0.1 -0.2 0.3
H -3.42314 2.71374 -3.89756 -0.2 -0.3 0.3
H -5.73586 1.89792 -3.47406 0.1 0.0 0.3
H -6.33212 0.94019 -1.23910 0.2 0.0 -0.1
H -4.57067 0.74781 0.53045 0.0 0.1 -0.3
H -2.24486 1.47290 0.04141 -0.3 -0.1 -0.3
H 0.92022 0.81781 -1.05744 -0.6 0.0 0.2
H -0.57499 -1.88945 -0.76334 0.1 0.7 0.8
H 1.67783 -0.55442 0.94461 -0.4 -3.5 -1.9
H 2.24417 -1.96966 2.92771 0.0 -0.4 -0.1
H 2.07954 -4.07790 4.19671 -0.2 0.0 -0.4
H 0.42811 -5.82212 3.49274 0.0 0.2 -0.1
H -1.29268 -5.26374 1.75496 0.3 0.3 0.2
H -1.34817 -2.99685 0.76860 0.4 -0.2 0.1
H -2.31852 -1.32731 -1.34918 -0.2 0.0 -0.3
H -3.27224 -0.69017 -2.69162 0.2 -0.2 0.1
H -3.05561 -3.44531 -2.10968 0.0 0.1 -0.2
H -3.44347 -2.81609 -3.71101 0.2 -0.1 0.3
H -1.01466 -4.21310 -2.87900 0.0 0.2 -0.2
H -1.45234 -3.67761 -4.49940 0.1 0.0 0.3
H 0.29052 -2.09285 -4.28325 -0.1 0.0 0.3
H 0.37306 -2.36421 -2.52881 0.0 0.1 -0.2
C -1.13316 4.99688 0.45187 0.0 -0.1 -0.3
C 0.11700 4.99614 -0.18056 0.3 0.0 0.4
C 1.01922 3.96924 0.07459 -0.2 0.0 -0.1
C 0.65598 2.91055 0.92269 -0.3 0.0 0.0
C 1.58421 1.75089 0.97345 0.6 0.2 -0.6
C 1.22404 0.53547 1.74831 -1.7 3.7 3.5
N 2.22071 0.41992 2.81760 0.2 -1.3 -1.6
C 3.49925 0.12394 2.47062 -0.8 0.7 -0.1
C 4.47222 -0.07654 3.44039 0.3 0.0 1.0
C 4.08725 -0.12511 4.82702 0.7 -0.1 -0.9
C 5.09920 -0.39010 5.77891 0.5 -0.1 0.1
C 6.42980 -0.55182 5.39090 -0.8 0.1 0.0
C 6.80299 -0.43178 4.02988 -0.5 0.1 -0.6
C 5.83317 -0.20947 3.06638 0.3 -0.1 0.2
C 2.72251 0.10942 5.12265 -0.6 0.3 -0.1
C 1.82621 0.40127 4.12708 0.2 -0.3 0.8
O 2.66842 1.79472 0.38353 -0.5 -0.2 0.5
C -0.57005 2.95229 1.61695 0.3 0.0 -0.5
C -1.48259 3.96605 1.32846 0.2 0.1 0.3
H -1.83586 5.80897 0.24873 0.2 -0.3 0.1
H 0.42776 5.79912 -0.85102 -0.3 -0.2 0.2
H 2.00800 3.94883 -0.39248 -0.4 0.0 0.1
H 0.21797 0.55874 2.16462 0.4 0.3 0.3
H 3.75426 0.16416 1.41369 -0.3 -0.1 0.2
H 4.81698 -0.47252 6.83130 0.2 0.1 -0.3
H 7.20380 -0.76590 6.12972 -0.3 0.1 -0.1
H 7.84966 -0.50789 3.73281 -0.3 0.0 0.2
H 6.05447 -0.10678 1.99991 0.2 -0.1 0.4
H 2.37774 0.10001 6.15507 0.0 0.0 -0.2
H 0.77221 0.61272 4.29113 0.3 -0.1 0.1
H -0.79740 2.18668 2.36445 -0.1 0.3 -0.4
H -2.45762 3.95942 1.81785 0.3 0.1 -0.1
```
Positions in Å, forces in eV/Å.

ΔE to the lowest compared entry with this formula, charge and spin   81.5 kcal per mole
E_HOMO   -0.3435 hartree
Charge   +1
LUMO energy   -4.12 eV
Total energy   -51722.70595 eV

These are the Löwdin partial charges, in e, on atoms 1 to 5:
1 C 0.0038
2 N -0.0096
3 C -0.3819
4 O 0.0723
5 C -0.1570

---

7.
A structure of composition C4H8HgO3. Source: OMol25; level of theory: ωB97M-V/def2-TZVPD.

Structure (XYZ):
```
16
Properties=species:S:1:pos:R:3:forces:R:3
H -2.05659 -0.10056 1.19773 -0.6 0.4 0.3
C -0.30170 1.19280 1.47483 0.9 -0.2 -1.8
H 0.06945 0.39898 2.13367 0.2 0.2 -0.4
H -0.17445 2.23331 1.79323 0.6 -0.3 -0.5
C -1.92794 0.96599 1.39969 2.4 0.1 0.3
H -2.31319 1.66868 0.65744 -0.3 -0.1 0.5
H -1.84095 1.28822 2.49542 -1.5 -0.5 -1.2
O 0.45475 1.08596 0.07950 -2.0 1.4 2.5
C 0.81581 -0.05263 -0.57053 -0.8 -1.4 -0.5
O 1.73917 -0.68390 -0.11370 0.4 0.0 0.1
Hg 3.81987 -0.92726 1.11956 0.4 -0.1 0.1
O 0.08509 -0.31063 -1.58699 0.0 1.3 1.0
C 0.36837 -1.48944 -2.37685 0.2 -0.9 -0.6
H 1.36970 -1.39617 -2.81022 -0.3 0.0 0.1
H 0.28986 -2.37513 -1.73762 0.0 0.2 -0.2
H -0.39723 -1.49824 -3.15515 0.2 0.0 0.2
```
Positions in Å, forces in eV/Å.

ΔE to the lowest compared entry with this formula, charge and spin   21.9 kcal per mole
E_HOMO (alpha / beta)   -0.6882 / -0.7423 hartree
Charge   +2
LUMO energy (alpha / beta)   -7.47 / -13.48 eV
Total energy   -14571.55434 eV
Multiplicity   3

These are the Löwdin partial charges, in e, on atoms 1 to 5:
1 H 0.1019
2 C 0.0208
3 H 0.1448
4 H 0.1471
5 C 0.1064

---

- Which of these has the highest ΔE to the lowest compared entry with this formula, charge and spin?
  HgI4

---

- Which formula does entry 1 have?
  C36H36N8O4S2W

---

- Which of these has the lowest charge?
  HgI4

---

- Among the records above, which one has the highest total energy?
  C5H6O